Computed, not measured: a cluster of 4 separate species, C30H41F24N4O6P2 in total in a non-equilibrium geometry, with ωB97M-V/def2-TZVPD.

Computed properties:
Largest force on an atom in eV Å⁻¹: 2.62
Charge: -1
DFT total energy in Eh: -4917.73512
Kohn-Sham gap in hartree: 0.2391

Last column: Löwdin charge in e.
Element x y z (Å)
P: 0.926860 2.195439 -3.167649  0.514
P: -1.258089 2.834360 -3.168451  0.432
F: -2.063646 -1.984682 2.914295  0.095
F: -7.127143 -5.471548 4.458934  0.097
F: -1.423468 -4.564255 3.479611  0.082
F: 3.533347 8.143606 -0.737988  0.088
F: -3.115111 -7.257752 7.208592  0.105
F: 0.106909 -8.684732 7.165975  0.097
F: 0.843681 -11.229449 4.266270  0.097
F: -3.457651 -5.220798 3.095931  0.085
F: -3.197535 -2.806276 4.579434  0.126
F: -7.553584 -3.270128 2.837966  0.143
F: 7.038820 9.389415 1.030547  0.089
F: 2.487857 9.597007 1.521424  0.133
F: -5.204968 -4.651148 5.069142  0.096
F: 5.467892 7.171295 1.009163  0.137
F: -0.625418 -10.930692 5.844988  0.099
F: 1.536243 8.970102 -0.986746  0.098
F: 4.974546 9.954174 0.676672  0.101
F: -1.176131 -8.193825 8.846547  0.090
F: 0.335541 -8.549148 4.546062  0.149
F: 6.324510 7.627786 2.955134  0.095
F: -5.835532 -4.447741 2.268055  0.149
F: -2.643333 -9.353597 6.874147  0.128
F: -0.454563 -9.351926 2.703384  0.144
F: 0.883676 8.152608 1.586974  0.150
O: 2.922374 7.427689 1.943782  0.044
O: -5.564799 -2.464618 3.293626  0.043
O: -1.874197 -8.895472 4.311636  0.045
O: -1.578289 4.338920 -3.773625  -0.215
O: -1.969641 1.895529 -4.086289  -0.398
O: -2.047973 2.617613 -1.714722  -0.238
N: -0.888812 -3.075618 0.115140  0.128
N: 0.706261 -4.108118 -1.221661  0.081
N: 1.315086 -2.148986 0.133998  0.012
N: 0.508053 5.752866 -1.647502  0.059
C: -6.418743 -4.324892 4.584503  -0.284
C: -0.907440 -7.890065 7.551925  -0.304
C: 0.551505 4.509989 -1.330413  -0.332
C: -3.054625 -2.866379 3.234806  -0.435
C: 4.017244 7.885044 2.727103  -0.048
C: -0.421093 -10.818252 4.518775  -0.285
C: 5.806520 9.439746 1.596233  -0.310
C: 2.534165 -0.283796 -1.138191  -0.183
C: 2.164592 8.324835 1.201645  -0.520
C: -2.166640 -8.098885 6.706814  -0.436
C: 0.325517 1.686686 -8.460158  -0.077
C: 2.682264 1.396961 -3.128386  -0.343
C: 1.388655 3.396237 -4.643304  -0.267
C: -0.596761 2.445051 -7.773412  -0.279
C: -0.603012 -9.372642 4.047439  -0.535
C: 1.527475 3.503976 -1.866064  -0.319
C: -0.262230 3.011840 -6.558381  -0.027
C: 2.643376 -0.087895 -2.678128  -0.267
C: 0.327703 -3.099654 -0.280653  -0.534
C: -2.065798 -7.793088 5.198803  -0.036
C: -2.564339 -4.250600 2.808896  -0.302
C: 1.166226 -0.945827 -0.788994  -0.202
C: -4.341060 -2.340350 2.567924  -0.031
C: 1.907644 2.090977 -6.700359  -0.074
C: -2.024907 2.675795 -8.268502  -0.048
C: 2.254954 8.052944 -0.300438  -0.291
C: 1.587897 1.528472 -7.907253  -0.108
C: -6.307936 -3.629582 3.223990  -0.535
C: 0.980057 2.841963 -5.981019  -0.281
C: 5.391746 8.034360 2.041721  -0.440
H: 3.155267 1.374831 -4.122812  0.054
H: 3.626386 -0.494794 -2.974872  0.092
H: 1.266472 5.861082 -2.336229  0.045
H: 2.495985 0.706396 -0.666146  0.085
H: 0.422350 -3.817033 -2.153350  0.080
H: 3.368143 1.983746 -2.498183  0.067
H: 0.941598 -1.824363 1.022959  0.093
H: -2.120757 2.553963 -9.350056  0.066
H: -2.322051 3.669593 -7.917403  0.071
H: 0.629138 -1.294580 -1.676500  0.100
H: 3.753901 8.769613 3.308161  0.142
H: -1.121003 -11.479277 4.003637  0.174
H: -3.044575 -7.405226 4.916589  0.143
H: -2.504404 4.554251 -3.579639  0.066
H: 2.361745 4.066357 -2.320594  0.073
H: 1.964909 2.965880 -1.010521  0.065
H: 2.914877 1.899595 -6.332102  0.100
H: -4.442420 -2.691071 1.540948  0.149
H: 2.307069 0.936553 -8.474140  0.096
H: 0.568944 1.200294 -4.147216  0.015
H: -2.652118 1.963698 -7.712429  0.084
H: 1.898028 -0.644518 -3.260248  0.091
H: -6.916196 -3.674992 5.307142  0.175
H: 3.335517 -0.886896 -0.704585  0.098
H: -1.370737 -6.979882 4.989175  0.138
H: 0.512499 -0.210197 -0.300730  0.101
H: 0.170008 -4.940723 -1.000846  0.070
H: 0.574226 1.301177 -2.055446  -0.009
H: -0.171434 4.179005 -0.571210  0.096
H: 1.053053 4.429071 -4.470437  0.074
H: 5.854054 10.120415 2.451309  0.170
H: -2.340586 -4.278011 1.738387  0.142
H: -1.027227 3.577405 -6.030706  0.098
H: 4.152813 7.091374 3.462058  0.146
H: 2.487651 3.446289 -4.669974  0.071
H: 1.878602 7.056527 -0.540688  0.127
H: -4.200677 -1.262599 2.487273  0.150
H: -2.247207 1.674758 -1.656940  0.046
H: -0.578392 -6.848213 7.508975  0.174
H: -1.051082 -2.303829 0.763107  0.032
H: 0.042904 1.223460 -9.405437  0.101

Atomic forces in eV per Å
2.6 -0.5 0.0
-1.6 -1.1 -1.7
0.0 -0.1 -0.2
-0.1 0.1 -0.2
0.0 0.2 0.1
0.1 0.1 0.3
0.2 0.2 0.1
-0.1 -0.1 -0.2
0.0 0.2 -0.1
-0.2 0.1 0.2
0.1 -0.2 0.0
-0.1 -0.1 0.3
0.0 -0.2 0.1
0.0 0.1 -0.2
0.1 0.1 -0.1
0.1 0.2 -0.1
0.0 0.2 0.0
-0.1 0.1 0.3
-0.2 -0.1 0.0
-0.2 0.0 -0.1
0.2 -0.3 0.1
0.0 0.3 0.1
0.0 -0.2 0.2
0.2 0.0 0.1
0.1 -0.3 0.0
0.0 0.0 -0.2
0.4 0.4 -0.6
0.3 -0.8 0.4
0.5 -0.4 0.7
-0.1 0.0 1.5
0.0 -0.4 0.1
0.6 1.1 0.2
0.2 -0.3 0.4
0.4 0.3 0.2
-1.1 0.1 -0.5
0.4 -0.7 -0.1
-0.1 -0.1 0.4
0.1 0.3 0.5
0.2 0.1 0.2
-0.5 0.2 0.6
-0.4 -0.2 0.6
0.0 -0.5 0.0
0.4 0.3 0.0
-1.8 0.0 -0.5
0.1 -0.1 0.9
-0.3 -0.6 -0.5
-0.1 -0.1 -0.2
0.0 -0.6 -0.2
0.1 0.3 -0.3
-1.0 0.3 -0.4
-0.5 1.1 -0.2
0.0 1.0 0.6
-0.4 0.4 0.5
1.6 0.7 0.3
-0.7 0.2 0.1
-0.2 0.4 -0.5
0.6 -0.3 -0.5
0.8 -0.2 0.4
-0.2 0.5 -0.4
0.6 -0.3 0.2
0.7 -0.3 0.9
0.0 -0.4 -0.7
-0.1 -0.6 -1.1
0.3 0.8 -0.8
0.6 0.3 0.4
-0.5 -0.6 -0.4
-0.4 0.3 0.1
-0.3 -0.2 0.0
-0.3 0.4 -0.1
0.4 -0.2 0.0
0.2 0.0 0.0
-0.1 -0.3 0.0
0.4 -0.1 0.1
-0.1 0.1 0.2
-0.2 -0.1 -0.5
0.3 0.2 0.0
0.1 0.2 -0.2
0.0 0.1 -0.1
0.0 -0.1 0.1
0.1 0.0 -0.2
-0.2 -0.2 0.0
-0.3 -0.1 -0.2
-0.2 0.3 0.2
0.1 -0.3 0.1
0.1 0.1 0.3
-0.5 0.0 0.2
-0.1 0.1 -0.4
-0.1 0.2 0.3
0.0 0.1 -0.1
-0.1 0.1 -0.2
0.2 -0.1 0.2
0.0 -0.2 -0.2
-0.1 0.2 -0.1
-0.5 0.2 -0.1
0.1 -0.1 -0.3
-0.3 -0.3 -0.1
0.0 -0.1 0.1
0.0 0.2 0.0
0.2 0.0 0.0
0.1 -0.1 -0.1
-0.2 0.0 0.3
-0.2 0.1 0.2
0.0 0.0 0.2
-0.1 0.1 -0.3
-0.1 0.0 -0.1
0.2 0.0 0.0
0.2 0.1 0.1